Model P:
DFT (ωB97M-V/def2-TZVPD) results for a cluster of 2 separate species, C3H4F2 in total.

## Properties
**Charge**: 0
**Frontier orbital gap**: 10.364 eV
**SMILES string**: FC1=CC1.F

Last column: Mulliken charge in e.
Cartesian coordinates (Å):
F (0.422, -1.745, -0.512)  -0.2296
C (0.004, -0.693, 0.168)  0.0584
C (0.062, 0.537, 0.619)  -0.1529
C (-1.264, -0.244, 0.894)  -0.5424
H (0.682, 1.323, 0.633)  0.4436
H (-1.501, -0.480, 1.956)  0.2367
H (-2.042, 0.176, 0.212)  0.1860
F (1.630, 0.955, -2.105)  -0.3853
H (2.006, 0.170, -1.866)  0.3855

=====

Model Q:
DFT (ωB97M-V/def2-TZVPD) results for an isolated molecule of C3H4F2.

## Properties
**Charge**: 0
**Frontier orbital gap**: 11.183 eV
**SMILES string**: F[C@@H]1C[C@@H]1F

Last column: Mulliken charge in e.
Cartesian coordinates (Å):
F (1.682, -0.315, -0.862)  -0.3045
C (0.716, -0.023, 0.161)  0.2988
C (-0.391, -0.772, 0.055)  -0.7019
C (-0.454, 0.734, -0.099)  -0.1059
F (-0.758, 1.200, -1.277)  -0.2690
H (1.259, 0.283, 1.157)  0.2445
H (-0.547, -1.418, -0.857)  0.2459
H (-0.767, -1.028, 0.973)  0.2595
H (-0.740, 1.338, 0.749)  0.3326

=====

Model R:
DFT (ωB97M-V/def2-TZVPD) results for an isolated molecule of C3H4F2.

## Properties
**Charge**: 0
**Frontier orbital gap**: 11.498 eV
**SMILES string**: F[C@@H]1C[C@@H]1F

Last column: Mulliken charge in e.
Cartesian coordinates (Å):
F (-1.635, -0.719, -0.184)  -0.2701
C (-0.794, 0.190, 0.424)  -0.0227
C (0.081, 1.149, -0.489)  -0.5781
C (0.777, 0.192, 0.454)  0.0321
F (1.590, -0.794, -0.183)  -0.2945
H (-1.267, 0.529, 1.322)  0.3146
H (-0.051, 0.968, -1.527)  0.3202
H (0.030, 2.266, -0.094)  0.1956
H (1.306, 0.673, 1.271)  0.3029

=====

Taking the most stable structure as the zero point, the relative energies in kcal/mol are model P 32.8; model Q 10.9; model R 0.0.